14
Properties=species:S:1:pos:R:3 method="wB97M-V/def2-TZVPD" multiplicity=1 total_charge=0 relative_energy_ev=2.622 e_tot_ev=-11214.15472 homo_ev=-9.63 lumo_ev=0.650
H 0.5217 0.9267 -1.4132
N 0.2079 1.8819 -1.0146
C 0.0909 1.7133 0.2649
N 0.0900 0.5645 1.0258
N -0.1149 -0.6405 0.2987
C -1.3038 -1.0537 -0.1691
O -2.3398 -0.4231 -0.2141
C 1.1026 -1.2299 -0.1203
N 2.1952 -0.6503 -0.0524
H 3.0778 -1.0843 -0.4082
H -0.0326 2.5844 0.9442
H -0.4762 0.6543 1.9295
H -1.3056 -2.1327 -0.4802
H 0.9476 -2.2298 -0.5149